Record 1
{
  "formula": "C5H27N2O6",
  "method": "wB97M-V/def2-TZVPD",
  "elements": ["C", "C", "C", "C", "N", "C", "N", "H", "H", "H", "H", "H", "H", "H", "H", "H", "H", "H", "H", "H", "H", "H", "H", "H", "O", "H", "H", "O", "H", "H", "O", "H", "H", "O", "H", "H", "O", "H", "H", "O"],
  "coordinates": [[-0.409, -1.438, -2.093], [-0.303, -2.671, -1.199], [0.259, -2.394, 0.201], [-0.458, -1.242, 0.941], [-1.877, -1.412, 1.285], [-2.760, -0.481, 0.546], [0.685, -0.407, -1.839], [-1.337, -0.878, -1.993], [-0.360, -1.673, -3.151], [-1.309, -3.034, -1.002], [0.288, -3.418, -1.722], [1.314, -2.135, 0.222], [0.124, -3.288, 0.808], [-0.098, -0.242, 0.710], [0.040, -1.312, 1.920], [-2.152, -2.382, 1.246], [-3.266, 0.099, 1.299], [-3.649, -0.992, 0.166], [-2.289, 0.154, -0.192], [1.577, -0.898, -1.699], [0.456, 0.176, -1.048], [0.801, 0.048, -2.738], [-1.039, 3.308, 0.482], [-0.339, 2.086, 1.022], [-0.588, 2.509, 0.180], [-1.675, -0.212, 2.922], [-0.288, 0.330, 2.994], [-1.151, 0.463, 3.399], [2.823, 2.658, -0.084], [1.295, 2.378, -0.141], [2.158, 1.977, -0.216], [1.703, 2.575, 3.262], [0.197, 2.153, 3.356], [0.927, 2.337, 2.752], [0.219, 2.383, -1.665], [-0.673, 2.560, -2.949], [0.143, 2.195, -2.606], [4.289, -0.314, -1.473], [3.349, 0.644, -0.717], [3.374, -0.209, -1.188]],
  "lowdin_charge": [-0.12, -0.16, -0.17, -0.25, -0.10, -0.10, 0.18, 0.12, 0.13, 0.12, 0.12, 0.11, 0.12, 0.09, 0.11, 0.12, 0.07, 0.09, 0.06, 0.12, 0.09, 0.14, 0.09, 0.03, -0.05, 0.02, 0.00, -0.06, 0.08, -0.01, -0.04, 0.06, 0.03, -0.05, -0.02, 0.06, -0.04, 0.06, 0.02, -0.06],
  "multiplicity": 1,
  "energy_ha": -767.40741,
  "total_charge": 1,
  "orbital_gap_ha": 0.354,
  "e_above_lowest_ev": 1.700
}


Record 2
{
  "formula": "C2H7NO3",
  "method": "wB97M-V/def2-TZVPD",
  "elements": ["C", "N", "C", "O", "O", "H", "H", "H", "H", "H", "O", "H", "H"],
  "coordinates": [[-0.683, 0.984, -1.591], [-0.789, 1.138, -0.145], [-0.402, 0.255, 0.859], [-0.952, 0.152, 1.912], [0.826, -0.314, 0.601], [-0.793, 2.029, -2.050], [-1.521, 0.404, -2.012], [0.322, 0.576, -1.789], [-1.538, 1.663, 0.279], [1.156, 0.077, -0.214], [1.726, -2.644, 1.342], [1.586, -2.054, 2.091], [1.063, -2.267, 0.718]],
  "lowdin_charge": [-0.07, -0.01, -0.58, 0.12, 0.06, 0.11, 0.09, 0.08, 0.14, 0.10, -0.09, 0.03, 0.02],
  "multiplicity": 1,
  "energy_ha": -360.88185,
  "total_charge": 0,
  "smiles": "CNC(=O)O.O",
  "orbital_gap_ha": 0.393,
  "e_above_lowest_ev": 0.865
}


Record 3
{
  "formula": "C24H38N6",
  "method": "wB97M-V/def2-TZVPD",
  "elements": ["C", "C", "C", "N", "C", "H", "H", "H", "H", "H", "C", "C", "C", "N", "C", "H", "H", "H", "H", "H", "C", "C", "C", "C", "N", "H", "H", "H", "H", "H", "H", "H", "C", "C", "C", "C", "N", "H", "H", "H", "H", "H", "H", "H", "C", "C", "C", "C", "N", "H", "H", "H", "H", "H", "H", "H", "C", "C", "C", "C", "N", "H", "H", "H", "H", "H", "H", "H"],
  "coordinates": [[1.379, 2.786, -6.870], [0.724, 3.390, -5.783], [-0.608, 3.480, -6.073], [-0.762, 2.892, -7.317], [0.464, 2.484, -7.802], [2.445, 2.614, -6.906], [1.167, 3.753, -4.868], [-1.494, 3.799, -5.544], [-1.596, 2.797, -7.879], [0.490, 1.892, -8.705], [5.458, -1.399, 2.576], [5.038, -0.218, 1.985], [4.544, -0.582, 0.685], [4.625, -1.932, 0.624], [5.197, -2.462, 1.737], [5.904, -1.479, 3.556], [5.016, 0.777, 2.403], [4.183, 0.046, -0.115], [4.375, -2.501, -0.172], [5.398, -3.515, 1.867], [-0.890, 0.249, 2.903], [-0.535, -0.970, 2.006], [-0.845, -0.827, 0.440], [-0.314, 0.389, -0.177], [0.070, 1.293, -0.666], [-0.380, 0.025, 3.840], [-1.949, 0.327, 3.150], [-0.535, 1.248, 2.650], [-0.994, -1.902, 2.336], [0.524, -1.180, 2.151], [-1.929, -0.858, 0.334], [-0.430, -1.672, -0.110], [0.751, 6.193, 0.753], [0.873, 7.612, 1.452], [0.177, 7.627, 2.825], [0.456, 6.414, 3.645], [0.713, 5.439, 4.270], [1.165, 5.356, 1.316], [1.316, 6.240, -0.178], [-0.297, 5.918, 0.633], [0.577, 8.436, 0.802], [1.929, 7.826, 1.612], [-0.900, 7.743, 2.705], [0.432, 8.538, 3.367], [-5.145, -2.217, -3.538], [-4.036, -1.769, -4.538], [-3.758, -2.779, -5.728], [-3.247, -4.059, -5.175], [-2.819, -5.049, -4.763], [-5.967, -2.392, -4.232], [-5.390, -1.345, -2.931], [-4.766, -2.974, -2.852], [-3.101, -1.610, -4.002], [-4.248, -0.796, -4.982], [-3.013, -2.442, -6.448], [-4.627, -3.036, -6.334], [1.332, -5.034, 5.553], [0.194, -5.805, 4.894], [-1.105, -6.128, 5.745], [-1.889, -4.941, 6.212], [-2.469, -3.987, 6.471], [1.268, -3.948, 5.621], [2.248, -5.109, 4.966], [1.563, -5.321, 6.579], [0.680, -6.664, 4.433], [-0.001, -5.216, 3.998], [-0.897, -6.813, 6.567], [-1.738, -6.653, 5.028]],
  "lowdin_charge": [-0.13, -0.12, -0.13, -0.01, -0.15, 0.10, 0.09, 0.10, 0.14, 0.11, -0.15, -0.10, -0.12, -0.02, -0.15, 0.09, 0.09, 0.10, 0.15, 0.10, -0.10, -0.22, -0.16, -0.27, 0.15, 0.07, 0.07, 0.07, 0.10, 0.09, 0.11, 0.11, -0.10, -0.24, -0.20, -0.21, 0.13, 0.06, 0.07, 0.07, 0.10, 0.10, 0.11, 0.11, -0.09, -0.25, -0.17, -0.24, 0.13, 0.07, 0.07, 0.07, 0.10, 0.10, 0.11, 0.11, -0.13, -0.24, -0.16, -0.22, 0.13, 0.07, 0.07, 0.07, 0.10, 0.10, 0.11, 0.10],
  "multiplicity": 1,
  "energy_ha": -1265.70673,
  "total_charge": 0,
  "smiles": "c1cc[nH]c1.c1cc[nH]c1.CCCC#N.CCCC#N.CCCC#N.CCCC#N",
  "orbital_gap_ha": 0.310,
  "e_above_lowest_ev": 3.280
}


Record 4
{
  "formula": "C15H17BBrO8",
  "method": "wB97M-V/def2-TZVPD",
  "elements": ["B", "C", "C", "C", "Br", "H", "H", "H", "H", "H", "H", "H", "H", "H", "C", "C", "C", "O", "C", "C", "C", "O", "O", "O", "H", "H", "H", "H", "C", "C", "C", "O", "C", "C", "C", "O", "O", "O", "H", "H", "H", "H"],
  "coordinates": [[0.551, 2.534, 1.175], [1.058, 0.971, 1.285], [0.488, 0.302, 2.529], [1.527, -0.208, 3.508], [-0.708, -1.254, 2.071], [0.871, 3.032, 0.091], [1.030, 3.209, 2.096], [-0.675, 2.536, 1.286], [0.779, 0.411, 0.387], [2.154, 0.895, 1.351], [-0.225, 0.955, 3.030], [2.144, 0.646, 3.805], [1.088, -0.658, 4.402], [2.178, -0.946, 3.032], [1.305, -4.215, 0.699], [1.084, -4.685, -0.539], [2.112, -5.493, -1.319], [1.770, -5.867, -2.430], [3.394, -5.768, -0.720], [3.619, -5.299, 0.517], [2.579, -4.502, 1.303], [2.932, -4.170, 2.423], [4.740, -5.473, 1.195], [-0.041, -4.504, -1.211], [0.584, -3.612, 1.235], [4.125, -6.335, -1.279], [4.579, -5.012, 2.050], [0.095, -4.943, -2.075], [-3.143, 4.675, -0.786], [-3.129, 3.337, -0.960], [-3.221, 2.687, -2.337], [-3.220, 1.470, -2.362], [-3.318, 3.533, -3.505], [-3.332, 4.860, -3.321], [-3.250, 5.508, -1.941], [-3.286, 6.734, -1.951], [-3.421, 5.757, -4.294], [-3.039, 2.486, 0.027], [-3.045, 5.124, 0.191], [-3.375, 3.071, -4.481], [-3.399, 6.619, -3.817], [-2.958, 1.591, -0.359]],
  "lowdin_charge": [-0.48, -0.36, -0.74, -0.18, 0.57, -0.02, -0.01, -0.01, 0.05, 0.07, 0.06, 0.08, 0.06, 0.06, 0.07, -0.22, -0.31, 0.09, 0.06, -0.23, -0.30, 0.10, 0.11, 0.12, 0.06, 0.13, 0.12, 0.12, 0.07, -0.22, -0.31, 0.10, 0.06, -0.24, -0.32, 0.07, 0.10, 0.13, 0.14, 0.13, 0.11, 0.13],
  "multiplicity": 1,
  "energy_ha": -3782.59018,
  "total_charge": -1,
  "orbital_gap_ha": 0.209
}


Record 5
{
  "formula": "C25H36CrF3O17S",
  "method": "wB97M-V/def2-TZVPD",
  "elements": ["Cr", "C", "C", "O", "O", "H", "H", "H", "C", "C", "O", "O", "H", "H", "H", "C", "F", "F", "F", "S", "O", "O", "O", "O", "C", "O", "C", "C", "C", "H", "H", "H", "H", "H", "H", "O", "C", "O", "C", "C", "C", "H", "H", "H", "H", "H", "H", "O", "C", "O", "C", "C", "C", "H", "H", "H", "H", "H", "H", "O", "C", "O", "C", "C", "C", "H", "H", "H", "H", "H", "H", "O", "C", "O", "C", "C", "C", "H", "H", "H", "H", "H", "H"],
  "coordinates": [[1.786, -2.071, 0.424], [4.969, -4.448, 0.451], [3.784, -3.568, 0.434], [2.874, -3.686, -0.438], [3.587, -2.631, 1.260], [5.803, -3.875, 0.027], [4.877, -5.362, -0.121], [5.302, -4.670, 1.465], [0.035, 0.990, 2.453], [0.657, -0.227, 1.814], [1.720, -0.702, 2.259], [0.220, -0.685, 0.704], [0.884, 1.532, 2.861], [-0.653, 0.675, 3.238], [-0.500, 1.599, 1.729], [0.176, -4.514, 3.652], [1.438, -4.820, 3.948], [-0.645, -5.376, 4.236], [-0.071, -3.293, 4.144], [-0.035, -4.507, 1.829], [0.431, -5.770, 1.352], [-1.430, -4.222, 1.644], [0.844, -3.386, 1.468], [2.559, -0.737, -0.943], [2.532, -0.382, -2.096], [3.075, -1.085, -3.068], [2.762, -0.506, -4.363], [1.731, 0.618, -4.096], [2.009, 0.923, -2.634], [2.291, -1.330, -4.895], [3.668, -0.172, -4.860], [0.729, 0.238, -4.247], [1.970, 1.456, -4.746], [1.122, 1.212, -2.067], [2.755, 1.710, -2.511], [0.519, -2.632, -1.257], [-0.169, -2.672, -2.235], [-0.058, -1.767, -3.201], [-0.945, -2.072, -4.303], [-2.112, -2.756, -3.591], [-1.390, -3.548, -2.505], [-0.468, -2.815, -4.957], [-1.102, -1.177, -4.893], [-2.626, -3.435, -4.277], [-2.863, -2.043, -3.256], [-1.039, -4.526, -2.833], [-1.980, -3.622, -1.595], [-3.684, -0.395, -0.417], [-3.679, -0.410, 0.782], [-4.228, 0.586, 1.512], [-4.303, 0.199, 2.903], [-3.856, -1.267, 2.940], [-2.977, -1.387, 1.704], [-5.312, 0.381, 3.260], [-3.579, 0.779, 3.480], [-4.691, -1.972, 2.930], [-3.395, -1.475, 3.909], [-2.920, -2.411, 1.354], [-1.956, -1.010, 1.766], [-1.857, 5.481, 3.127], [-0.663, 5.506, 3.206], [0.014, 6.507, 3.808], [1.426, 6.350, 3.673], [1.652, 5.244, 2.603], [0.328, 4.479, 2.685], [1.902, 6.049, 4.607], [1.858, 7.302, 3.372], [2.429, 4.600, 3.010], [1.906, 5.637, 1.624], [0.435, 3.741, 3.485], [-0.074, 3.987, 1.809], [-1.274, 1.010, -3.560], [-1.322, 2.030, -2.938], [-1.358, 3.231, -3.558], [-1.351, 4.293, -2.573], [-0.679, 3.660, -1.362], [-1.244, 2.229, -1.448], [-2.377, 4.581, -2.346], [-0.754, 5.109, -2.971], [-0.951, 4.116, -0.410], [0.412, 3.651, -1.422], [-2.252, 2.237, -1.032], [-0.650, 1.494, -0.911]],
  "lowdin_charge": [1.11, 0.03, -0.63, -0.02, -0.02, 0.10, 0.09, 0.10, 0.02, -0.67, 0.00, -0.10, 0.08, 0.09, 0.07, -0.67, 0.14, 0.15, 0.13, 0.53, -0.25, -0.27, -0.37, 0.06, -0.43, 0.08, -0.09, -0.12, -0.03, 0.12, 0.13, 0.07, 0.12, 0.11, 0.14, 0.08, -0.40, 0.03, -0.13, -0.13, -0.03, 0.13, 0.12, 0.12, 0.12, 0.14, 0.13, 0.11, -0.49, 0.02, -0.14, -0.15, -0.06, 0.12, 0.12, 0.12, 0.12, 0.10, 0.11, 0.13, -0.48, 0.03, -0.15, -0.13, -0.09, 0.12, 0.12, 0.11, 0.11, 0.12, 0.09, 0.12, -0.48, 0.03, -0.13, -0.15, -0.07, 0.13, 0.13, 0.11, 0.11, 0.14, 0.11],
  "multiplicity": 4,
  "energy_ha": -3995.74791,
  "total_charge": 0,
  "orbital_gap_ha": [0.319, 0.365],
  "s_squared": 3.7818,
  "e_above_lowest_ev": 0.000
}